{"formula": "C22H70O28P6", "method": "ωB97M-V/def2-TZVPD", "charge": 0, "smiles": "COP(=O)(OC)OC.COP(=O)(OC)OC.COP(=O)(OC)OC.COP(=O)(OC)OC.COP(=O)(OC)OC.COP(=O)(OC)OC.CO.CO.CO.CO", "homo_lumo_gap_ev": 10.2, "relative_energy_kcal_mol": 136.1, "homo_ev": -9.8, "species": ["C", "O", "P", "O", "O", "C", "O", "C", "H", "H", "H", "H", "H", "H", "H", "H", "H", "C", "O", "P", "O", "O", "C", "O", "C", "H", "H", "H", "H", "H", "H", "H", "H", "H", "C", "O", "P", "O", "O", "C", "O", "C", "H", "H", "H", "H", "H", "H", "H", "H", "H", "C", "O", "P", "O", "O", "C", "O", "C", "H", "H", "H", "H", "H", "H", "H", "H", "H", "C", "O", "P", "O", "O", "C", "O", "C", "H", "H", "H", "H", "H", "H", "H", "H", "H", "C", "O", "P", "O", "O", "C", "O", "C", "H", "H", "H", "H", "H", "H", "H", "H", "H", "C", "O", "H", "H", "H", "H", "C", "O", "H", "H", "H", "H", "C", "O", "H", "H", "H", "H", "C", "O", "H", "H", "H", "H"], "coordinates": [[38.8040, 5.0897, -15.5251], [37.9256, 4.9979, -14.4415], [36.2994, 4.6451, -14.6287], [36.0277, 3.1868, -14.5607], [35.5257, 5.4683, -13.3366], [36.3281, 5.9042, -12.2679], [35.8210, 5.3306, -16.0433], [36.1168, 4.7312, -17.2779], [39.8339, 5.4110, -15.3692], [38.3704, 5.6759, -16.3353], [38.7838, 4.0887, -15.9560], [37.1505, 5.2830, -11.9130], [35.6912, 6.1282, -11.4122], [36.6523, 6.9191, -12.4981], [36.5746, 5.5480, -17.8359], [35.1887, 4.3971, -17.7416], [36.9249, 4.0063, -17.3759], [32.4760, 5.4711, -10.0292], [31.5028, 4.4848, -9.9235], [31.1871, 3.5563, -11.2809], [30.4635, 2.2403, -11.1304], [32.6264, 3.4049, -11.9495], [32.9877, 2.3669, -12.9257], [30.3229, 4.6105, -12.1435], [30.3685, 4.6689, -13.5488], [33.4801, 5.2385, -10.3837], [32.4411, 6.0511, -9.1070], [32.0511, 6.0778, -10.8288], [33.4427, 2.8972, -13.7622], [32.1909, 1.7006, -13.2563], [33.7273, 1.7539, -12.4105], [30.7644, 3.7316, -13.9398], [30.8775, 5.5349, -13.9719], [29.3416, 4.6495, -13.9140], [39.2019, 6.6341, -8.8005], [39.6543, 6.6758, -7.3718], [41.3341, 6.4702, -7.2638], [42.2620, 7.3117, -8.0783], [41.5460, 4.8905, -7.5718], [42.8303, 4.3041, -7.4541], [41.5690, 6.5720, -5.6664], [42.7881, 6.3313, -5.0145], [38.3488, 5.9583, -8.8599], [39.9790, 6.4828, -9.5497], [38.6849, 7.5639, -9.0382], [43.6729, 4.9696, -7.6420], [42.9971, 3.5381, -8.2115], [42.9399, 3.8157, -6.4859], [43.7335, 6.5634, -5.5048], [42.8359, 5.2728, -4.7590], [42.7912, 6.7944, -4.0278], [33.0638, 4.2148, -6.6180], [33.6592, 3.7717, -7.8348], [34.4067, 2.3038, -7.8872], [35.5721, 2.1033, -6.9749], [33.2755, 1.1190, -7.7242], [32.3084, 0.8580, -8.7278], [34.8157, 2.1847, -9.4160], [35.9239, 2.8543, -9.9801], [32.3125, 3.5386, -6.2101], [32.5785, 5.1713, -6.8124], [33.8761, 4.3446, -5.9029], [31.3995, 0.5453, -8.2138], [32.6389, 0.1258, -9.4645], [32.0926, 1.7695, -9.2853], [35.5390, 3.5513, -10.7245], [36.5519, 2.1454, -10.5197], [36.6493, 3.2892, -9.2925], [32.6019, 14.1648, -4.1345], [32.9077, 13.4107, -3.0026], [34.2696, 12.5353, -3.1453], [34.4166, 11.3588, -2.2458], [34.2055, 11.8454, -4.6303], [35.1637, 10.8332, -4.9361], [35.5338, 13.5540, -3.2258], [36.8851, 13.2078, -2.8030], [33.2996, 14.0300, -4.9609], [32.4638, 15.2141, -3.8739], [31.7149, 13.7968, -4.6502], [34.5816, 10.0428, -5.4098], [35.6919, 10.3643, -4.1059], [35.7650, 11.0524, -5.8184], [37.5517, 14.0530, -2.9738], [37.2226, 12.3493, -3.3836], [36.8599, 12.8988, -1.7580], [31.0463, 10.5101, -5.9914], [30.4290, 10.3411, -7.2033], [30.5255, 8.9677, -8.0771], [31.9188, 8.4809, -8.3053], [29.4253, 7.9657, -7.4177], [28.9365, 6.7877, -7.9398], [29.7293, 9.3889, -9.4668], [30.0287, 8.7550, -10.7241], [31.8325, 11.2617, -6.0633], [31.4190, 9.5882, -5.5451], [30.4181, 10.8870, -5.1843], [27.9497, 6.6282, -7.5049], [29.5492, 5.8900, -7.8571], [28.5880, 6.8636, -8.9697], [30.7148, 7.9081, -10.7138], [30.2574, 9.4032, -11.5700], [29.1989, 8.1008, -10.9917], [38.3184, 9.6746, -6.5642], [38.3056, 8.8848, -5.3890], [39.0528, 9.2897, -7.2718], [37.3419, 9.5533, -7.0330], [38.6013, 10.7186, -6.4293], [37.9839, 8.0098, -5.6179], [37.3571, 5.0425, -5.5890], [37.0762, 6.3458, -5.2771], [37.3633, 4.8813, -6.6670], [38.3081, 4.7384, -5.1517], [36.6641, 4.3672, -5.0872], [37.1341, 6.5340, -4.3375], [35.1428, 6.9689, -7.9353], [34.5074, 7.4835, -9.0804], [36.1193, 6.6359, -8.2871], [35.1103, 7.6748, -7.1054], [34.6094, 6.1455, -7.4602], [33.8158, 8.1177, -8.8778], [32.9556, 8.1021, -4.0536], [32.6141, 9.1981, -3.1429], [33.4608, 8.5675, -4.8998], [33.6402, 7.3852, -3.6003], [32.1660, 7.4351, -4.3998], [33.4584, 9.6382, -3.0203]], "forces_ev_per_angstrom": [[-0.764, -1.216, -2.265], [-2.483, 0.720, 1.367], [0.275, -0.238, 1.160], [0.260, 1.539, -0.235], [1.415, -2.047, -3.543], [0.050, 1.956, 1.154], [0.563, -0.193, 3.479], [0.519, 0.635, -1.647], [-0.389, 0.058, 0.914], [0.124, 0.623, 0.180], [0.832, -0.238, -0.168], [-0.080, -0.275, -0.566], [-0.456, -0.591, 0.022], [0.750, -0.105, -0.190], [-0.535, 0.192, -0.533], [0.244, -0.136, -0.002], [-0.417, -0.644, 0.971], [-0.356, 2.219, -1.008], [-1.160, -4.195, -1.632], [-0.732, -0.880, 1.003], [1.314, 2.521, 0.234], [-0.796, -0.009, -0.271], [0.502, 0.291, 0.623], [0.843, 0.367, 1.026], [-0.720, -1.120, -0.866], [-0.065, -0.739, 0.610], [0.387, -0.185, -0.155], [0.485, 0.991, -0.060], [-0.002, -0.190, 0.086], [-0.377, 0.427, 0.285], [0.085, 0.050, -0.225], [0.459, 0.155, -0.200], [0.223, -0.022, 0.437], [-0.112, 0.351, 0.102], [-0.951, 0.683, 0.945], [3.270, -0.581, -1.454], [0.060, 0.033, 0.314], [-1.652, -0.834, 0.900], [-0.801, 0.870, -0.121], [0.939, -0.593, -0.240], [-1.215, 0.729, -1.525], [0.731, -1.144, 1.236], [0.602, -0.769, 0.076], [0.064, -0.322, 0.388], [0.543, 0.513, 0.277], [-0.271, 0.566, 0.298], [-0.675, -0.101, -0.115], [-0.053, 0.158, 0.035], [-0.416, 0.452, -0.570], [0.020, -0.230, -0.190], [-0.275, 0.546, -0.274], [0.350, 0.187, 0.389], [0.418, -2.081, -0.461], [0.295, -0.851, 0.763], [-1.849, 0.662, -0.707], [2.048, 1.685, 0.284], [-0.606, 0.755, -0.550], [-0.702, -0.074, 0.513], [0.786, -0.032, -0.940], [0.085, -0.263, -0.210], [0.123, -0.015, -0.117], [-0.197, 0.121, 0.295], [0.096, -0.139, -0.180], [0.160, -0.197, 0.314], [-0.196, -0.060, 0.067], [0.125, 0.289, 0.239], [-0.346, -0.385, -0.124], [-0.617, 0.344, 0.496], [-0.811, 0.902, -2.084], [2.521, -1.729, 0.300], [0.882, -2.319, -0.394], [-0.090, 1.800, 0.401], [-0.075, 1.718, 0.675], [-0.791, -1.290, -1.373], [-1.240, -0.087, 0.269], [-0.657, -0.847, 0.011], [0.641, 0.431, 0.348], [0.156, -0.115, -0.015], [-0.561, -0.084, 0.665], [-0.304, -0.305, 0.403], [0.090, 0.604, 0.058], [0.627, 0.965, 0.588], [-0.420, 0.046, 0.029], [0.106, 0.088, -0.072], [0.090, 0.233, -0.006], [1.400, 0.168, 2.613], [-1.646, -2.109, -2.983], [-0.575, 0.642, -1.280], [-1.660, 0.174, 0.594], [2.185, 2.295, 0.767], [-1.849, -1.271, -1.248], [1.409, -0.187, 1.099], [-0.558, -1.773, -0.211], [0.326, -0.282, -0.219], [0.377, -0.030, -0.349], [-0.808, 0.094, -0.465], [0.274, -0.246, 0.793], [0.315, 0.305, 0.286], [0.725, 0.353, -0.534], [1.160, 0.679, 0.719], [0.010, 0.439, 0.613], [-0.942, 0.757, -0.135], [-0.029, -1.046, -0.551], [0.406, 1.097, 0.536], [0.176, -0.130, -0.153], [-0.149, 0.589, -0.319], [-0.360, -0.073, 0.650], [-0.049, -0.410, -0.198], [0.578, -2.014, 0.886], [-0.609, 2.386, -0.242], [-0.103, 0.124, 0.168], [0.507, 0.010, -0.425], [-0.485, -0.211, -0.463], [0.039, -0.319, 0.079], [-0.780, 0.173, 0.344], [0.224, -0.052, -0.766], [0.158, 0.154, 0.642], [0.916, 0.479, -0.128], [-0.064, -0.582, -0.542], [-0.323, -0.070, 0.393], [0.685, 0.665, 0.529], [-0.382, -1.854, -1.101], [-0.132, -0.486, -0.314], [0.365, 0.185, 0.312], [-0.757, 0.817, 0.195], [0.084, 0.553, 0.469]]}